Formula: C26H36BCl3CoF2N2Si
Source: OMol25
Level of theory: the ωB97M-V functional and the def2-TZVPD basis

XYZ file:
```
72
Properties=species:S:1:pos:R:3:forces:R:3
H -4.6645 -1.5748 -0.5338 0.02 -0.08 0.06
Si -1.5240 2.3421 -0.8433 -0.50 0.50 -0.18
Cl -3.3200 1.4530 -1.5641 0.03 0.02 0.02
C 1.2454 2.0032 2.7147 0.12 0.00 -0.08
H -3.3410 -1.2196 3.0722 0.04 0.07 -0.01
C 3.5312 1.7557 1.7200 0.05 -0.02 0.05
C -1.0212 -1.8011 4.3906 -0.02 0.00 -0.07
Co 0.1492 0.7179 -0.6037 0.38 -0.41 0.30
C -1.3911 -1.8460 -1.8457 0.17 0.11 0.18
C -3.0720 -3.4312 -2.5607 0.02 -0.03 0.07
H -5.0895 -3.2971 -0.5705 0.04 0.07 0.02
C 0.6237 2.4838 4.9984 0.00 0.01 -0.12
H 3.4782 0.6745 1.8786 0.00 0.10 -0.03
F 2.9998 -0.3456 -0.9055 -0.10 0.29 -0.26
C -2.4371 -2.7399 -1.5300 -0.07 -0.04 0.05
Cl -2.1759 3.2109 0.9788 0.03 -0.02 -0.01
H -2.1285 -0.0561 4.8039 -0.08 0.03 0.19
H 0.7057 3.0952 5.8910 0.02 -0.07 -0.06
H -0.7656 -0.1235 -5.6383 0.03 0.06 0.06
H 2.0238 -0.4183 -4.1627 -0.12 -0.09 0.01
H -1.6904 -4.5631 0.4337 -0.04 0.01 0.01
C -1.5460 -0.4225 3.9621 0.17 -0.06 -0.29
C -0.1830 -1.8176 0.2129 0.11 -0.02 0.18
C -0.0754 -0.5253 -3.6009 -0.18 -0.28 -0.30
H -3.0871 -4.3405 1.5026 0.02 0.01 -0.12
C 0.3561 0.9026 2.6684 0.04 -0.21 -0.19
H -0.4835 -2.3005 3.5838 -0.11 0.00 0.10
C -2.7476 -4.2901 0.4614 -0.04 -0.04 0.00
C 0.2773 -1.1330 1.3627 0.14 -0.12 -0.03
H 0.1238 0.0984 -2.7421 0.01 0.23 0.30
H 4.0242 2.2067 2.5876 0.00 -0.03 -0.03
H 0.1782 1.1799 -4.9029 -0.08 -0.08 0.03
H -1.5009 0.9114 -4.3974 0.11 -0.07 -0.03
H -3.2265 -3.7882 -4.6733 0.02 0.02 0.03
H 1.7204 1.8774 0.6611 -0.22 -0.16 -0.32
C -2.7281 -3.2349 -3.8853 0.05 0.05 0.02
H 0.6726 -1.7305 2.1775 -0.02 0.00 0.04
C 1.2575 -1.1786 -3.9720 0.01 -0.04 -0.12
H 2.6907 4.0084 0.2714 -0.04 -0.02 0.11
C -1.7656 -2.2839 -4.1915 0.00 0.04 -0.04
Cl -1.3819 4.0574 -2.0872 0.03 -0.11 0.06
H 1.6133 -1.8249 -3.1656 -0.01 0.03 -0.03
H 2.0667 3.6004 3.8740 -0.09 -0.11 0.00
H 1.1412 -1.7911 -4.8751 0.04 0.05 0.10
H -0.3412 -1.7082 5.2395 -0.01 0.00 0.01
H -3.8710 -4.1253 -2.3137 0.06 0.06 -0.01
C 2.1926 3.8479 1.2334 0.02 0.06 0.03
H -2.9915 0.4560 2.5920 0.08 -0.11 0.01
C -1.1086 -1.5669 -3.1989 0.11 0.04 -0.10
H 4.1475 1.9380 0.8346 -0.03 -0.01 0.05
C -0.2682 1.4324 4.9441 -0.05 -0.13 -0.06
H -1.8539 -2.4490 4.6847 0.04 0.06 -0.01
H -1.5222 -2.0896 -5.2325 -0.02 -0.02 0.11
C -2.9884 -2.8950 -0.1197 -0.06 -0.15 -0.14
H -0.8923 1.2301 5.8107 0.04 -0.01 -0.07
N -0.6639 -1.1663 -0.8397 -0.22 0.02 -0.20
H -2.4866 -2.1765 0.5093 0.15 0.11 0.12
C -4.4779 -2.5441 -0.0626 -0.07 0.06 -0.05
H -0.1472 -2.9038 0.2179 -0.03 -0.06 0.03
C 1.3706 2.7655 3.8667 0.01 0.04 0.06
F 2.7657 1.4530 -2.2369 0.01 -0.29 0.17
B 2.1472 0.6222 -1.3553 0.14 0.13 0.06
N 0.2426 0.1890 1.4430 -0.16 0.32 0.12
C -0.4385 0.6287 3.8072 -0.08 0.04 0.19
C -2.5412 -0.5191 2.8053 -0.04 0.10 -0.05
H -3.2993 -5.0437 -0.1119 0.05 0.04 0.06
H 1.1880 4.2786 1.1723 0.10 -0.07 0.00
C -0.5756 0.4112 -4.7018 -0.01 0.03 -0.03
H -4.8114 -2.4884 0.9788 0.02 -0.02 -0.07
H -2.0808 -0.8775 1.8891 0.00 0.06 0.03
H 2.7561 4.3983 1.9959 -0.05 -0.04 -0.09
C 2.1344 2.3505 1.5382 0.04 0.12 0.19
```
Positions in Å, forces in eV/Å.

Summary:
charge: -1
multiplicity: 5



Formula: C2H15B3Cl2HfO2
Source: OMol25
Level of theory: the ωB97M-V functional and the def2-TZVPD basis

XYZ file:
```
25
Properties=species:S:1:pos:R:3:forces:R:3
O -1.4278 1.5665 -0.9040 0.11 0.04 -1.24
B -0.4472 -3.1280 0.2846 -0.25 -1.89 -0.25
Cl -2.9204 -0.4188 1.1512 1.05 0.16 -0.48
H 1.2164 0.1519 1.5249 0.63 1.66 -1.37
B 1.5696 -0.0763 -1.4338 1.25 0.05 -0.17
O 0.0154 1.8508 0.6169 1.03 0.79 0.15
H -1.0446 -3.8329 -0.4182 -0.92 -0.33 -0.99
C -0.7847 3.8434 -0.5800 0.66 -0.06 -1.49
H 1.2465 -1.6918 1.5928 0.51 -1.72 -0.96
H -1.0971 -2.3034 0.7116 -1.83 1.55 1.10
H -0.9972 4.5005 0.2550 0.29 -0.18 0.25
H 0.6135 0.4516 -1.7113 -1.91 1.46 -0.81
H 0.3646 -2.6272 -0.3332 1.95 0.94 -1.21
B 0.8538 -0.7552 2.0956 1.04 0.23 0.60
H -0.0650 -3.8318 1.1248 0.82 -0.22 1.21
Cl -1.4233 -1.3454 -2.4529 0.27 0.33 1.14
H 1.2817 -1.1663 -1.3221 -0.67 -2.43 0.27
H 1.9577 0.2505 -0.4215 0.62 0.82 1.83
H 2.4245 -0.0632 -2.2116 0.68 0.23 -1.03
C -0.6739 2.3773 -0.3019 -1.84 -2.61 1.54
Hf -0.3463 -0.5418 -0.0295 -0.89 0.91 -0.45
H -1.5194 3.9874 -1.3723 -0.30 -0.10 0.27
H 1.3237 -0.5825 3.1389 0.20 -0.06 1.29
H -0.2757 -0.6876 2.0967 -2.62 -0.09 0.25
H 0.1552 4.0722 -1.1006 0.11 0.50 0.52
```
Positions in Å, forces in eV/Å.

Summary:
charge: -2



Formula: C6H8N2O3
Source: OMol25
Level of theory: the ωB97M-V functional and the def2-TZVPD basis

XYZ file:
```
19
Properties=species:S:1:pos:R:3:forces:R:3
C 0.6324 -1.3325 0.7669 -1.89 3.78 -0.64
H -0.9796 2.3119 -0.7314 -0.57 -0.27 2.48
H 1.9261 -2.6646 0.8238 -1.12 0.24 0.53
C -0.4552 -0.3187 3.0000 0.14 -2.13 -1.11
H 0.6087 -0.5609 -3.0442 -0.29 0.87 -0.77
O -1.1471 1.6346 0.9223 -1.07 1.30 0.65
N -0.5261 0.5881 0.7324 2.59 -2.31 -3.65
N 0.7252 -1.0461 -0.4699 0.43 -1.16 -1.75
C 0.2061 0.4722 -3.1781 0.63 1.11 -0.32
H 0.4998 -0.5167 3.4809 -0.24 0.26 0.82
C 0.0483 0.0739 -0.7719 -1.00 0.58 4.87
C -0.0931 -0.3375 1.5415 -1.33 1.20 0.57
H -1.0503 -1.2670 3.0533 0.24 0.78 0.75
H -0.7149 0.5378 -3.7972 0.46 -0.48 0.45
O -0.6091 2.1018 -1.5628 -0.08 1.54 -3.47
O 1.1714 -2.3100 1.3647 2.88 -3.42 1.15
C -0.1348 0.9080 -1.7671 0.68 -0.48 -1.45
H -1.0391 0.5302 3.3640 0.45 -0.09 -0.35
H 0.9313 1.1957 -3.7271 -0.90 -1.31 1.24
```
Positions in Å, forces in eV/Å.

Summary:
SMILES: CC1=[N+]([O-])/C(=C(/C)O)N=C1O



Formula: C14H41BBrO22P5
Source: OMol25
Level of theory: the ωB97M-V functional and the def2-TZVPD basis

XYZ file:
```
84
Properties=species:S:1:pos:R:3:forces:R:3
O -4.6311 3.1542 6.2771 1.46 -0.03 -0.96
H 2.4470 8.5144 5.0149 0.01 0.07 0.04
H -1.5198 -0.1356 -2.3306 -0.49 0.05 0.39
Br -1.2133 -4.5134 -1.1487 1.01 0.38 -0.86
O -0.0097 -0.5286 -3.4721 7.84 -5.85 -0.05
C -1.4936 2.5432 4.1989 0.66 0.19 -0.64
C -6.5297 -2.3413 -0.9965 -0.68 -0.26 0.36
H 0.4992 -5.1547 -4.1574 -2.00 0.54 -0.19
C 3.5441 -6.1008 -10.6833 0.05 0.51 -1.01
O 0.9178 6.1116 5.3332 1.42 0.05 1.21
C 1.9678 -5.3979 -6.6017 -0.11 0.81 0.52
C 5.5656 -8.3535 -8.3411 0.57 -0.37 -0.56
O 4.0148 -2.3361 -2.3412 -2.21 -0.79 -3.07
O 1.6628 5.4823 7.7858 0.95 1.54 -1.15
H 2.8235 -4.8582 -6.1891 -0.23 -0.06 -0.21
H 6.2072 -8.9591 -7.6965 -0.19 0.17 0.01
H -7.1685 -1.4628 -0.8700 -0.01 -0.07 -0.03
H -0.8059 3.2963 4.5937 0.02 -0.03 -0.05
B 3.2975 -2.1691 -3.6288 0.50 -1.54 -0.13
C 1.0471 -1.3686 -3.4152 -3.89 4.43 -0.40
H 4.1955 -6.6188 -11.3920 -0.07 0.04 0.06
O -2.2942 4.2363 6.8551 -1.40 -0.64 -1.34
H -0.3053 5.0290 7.2971 0.23 -0.20 0.10
P 3.7500 -6.5354 -8.1159 0.17 0.31 0.31
H 1.3153 -5.6907 -5.7743 0.10 -0.19 -0.39
H 2.4668 9.7110 6.3315 -0.06 -0.24 0.04
O 2.4054 -0.9906 -3.9189 -3.19 -3.94 2.87
O 4.4877 -7.8593 -7.5777 -1.21 1.00 0.22
C -5.1994 0.1111 1.6233 -0.32 0.61 0.86
H 3.6826 -4.5380 -2.5464 0.23 1.88 1.23
H -4.4458 0.3759 2.3694 -0.07 -0.06 -0.06
H 0.2440 4.5420 8.9098 0.19 0.07 -0.14
H -6.4577 -2.8835 -0.0497 -0.09 0.07 -0.04
H -6.0736 -0.2983 2.1360 0.09 0.03 -0.03
H 2.6001 -5.8645 -11.1811 0.09 -0.07 0.07
O 3.2811 -6.9629 -9.5971 0.45 0.10 1.40
C -2.3778 0.2737 -1.7900 0.73 0.77 -0.65
H 0.8091 3.6418 7.4845 -0.11 0.00 -0.01
H -5.7521 2.5970 7.8876 0.10 0.10 -0.21
H -3.0225 0.7864 -2.5079 0.02 0.01 0.18
O -3.0514 -0.7877 -1.1517 -1.88 -0.72 0.42
H -5.4492 4.3425 7.7351 0.05 -0.04 0.10
H -3.9898 6.6342 4.4949 0.05 -0.12 -0.01
O -2.5974 2.3595 5.0571 -1.21 0.55 0.98
P -0.6193 -3.4396 -3.1129 -1.45 -0.79 -1.40
H 6.1573 -7.5376 -8.7655 0.02 -0.07 0.04
O -5.2675 0.6385 -1.2982 0.87 -1.58 0.84
C 3.8126 -3.6746 -1.7655 -0.57 -1.61 1.64
H -2.5974 6.2455 5.5265 -0.02 -0.19 -0.08
H 2.7883 5.0489 4.2079 0.00 0.11 0.18
H 4.6841 -4.0215 -1.0357 -1.56 1.27 -1.79
C 3.6937 5.2022 4.7991 0.44 -0.49 -0.81
C 2.7547 8.6957 6.0485 0.48 0.47 -0.47
O 0.9232 -2.6969 -2.7954 0.68 1.89 -1.90
O 3.3629 -3.1734 -4.7479 1.68 2.77 2.69
O -4.6672 -0.8819 0.7731 0.00 -0.08 -1.37
O -5.2360 -1.9751 -1.4221 1.20 0.83 0.10
H -1.8511 2.8519 3.2128 0.10 0.03 0.06
O -3.5420 4.6407 4.5657 0.29 -1.21 0.99
P -4.6175 -0.6198 -0.8159 0.09 0.44 -0.53
P 1.9414 6.2752 6.4120 -0.72 -0.15 0.24
C 0.5416 4.6310 7.8612 -1.07 -0.52 0.08
O 3.4429 5.8223 6.0421 -1.12 0.58 0.39
H 4.0245 -5.1676 -10.3814 -0.04 -0.16 0.13
O -0.4388 -4.7646 -4.2499 2.80 1.55 2.63
H -0.9613 1.5942 4.0994 -0.18 0.10 0.14
O 2.1402 7.7841 6.9318 -0.41 -1.38 0.33
H 4.3849 5.8278 4.2286 -0.05 -0.06 0.05
O 2.3689 -6.5623 -7.2879 1.45 -0.76 -0.74
H -2.0185 0.9808 -1.0397 -0.07 0.09 -0.06
C -3.1161 5.9860 4.6011 0.23 1.18 -0.23
H 2.8384 -3.6390 -1.0793 2.04 -0.06 -1.61
P -3.1814 3.6638 5.7952 0.21 -0.02 0.24
H 4.3345 -3.3607 -4.9068 -1.57 -0.06 0.28
O 4.5585 -5.2806 -8.0158 -1.14 -1.52 -0.22
H -5.4969 1.0161 1.0891 0.06 -0.18 -0.10
H 5.1782 -8.9845 -9.1456 0.10 0.07 0.02
H -4.1541 3.2436 8.2975 -0.08 0.12 -0.10
H 4.1639 4.2320 4.9789 -0.03 0.12 0.02
H 3.8409 8.6014 6.1312 -0.07 0.03 -0.09
H -2.4426 6.1626 3.7586 -0.06 -0.03 0.12
H -6.9755 -2.9993 -1.7462 0.19 0.16 0.03
H 1.4094 -4.7495 -7.2799 0.01 0.05 0.15
C -5.0059 3.3511 7.6218 -0.34 0.02 0.98
```
Positions in Å, forces in eV/Å.

Summary:
SMILES: COB(O)OC(=O)OP(O)Br.COP(=O)(OC)OC.COP(=O)(OC)OC.COP(=O)(OC)OC.COP(=O)(OC)OC



no.,electronic energy (eV)
1,-119719.414
2,-34795.085
3,-15471.308
4,-177401.181